58
Properties=species:S:1:pos:R:3:forces:R:3:nbo_charge:R:1 method="wB97M-V/def2-TZVPD" de_lowest_kcal_mol=0.0 total_charge=-1 e_homo_ha="-0.1557 / -0.1561" e_tot_ev=-49049.4411 max_force_ha_per_bohr=0.004 s_squared=0.793 spin_multiplicity=2
Hg -1.648 -3.640 -1.032 -0.02 -0.08 -0.04 0.01
C 1.726 0.257 1.773 0.02 0.02 -0.11 -0.67
C 2.492 0.664 0.540 -0.03 -0.01 0.09 0.01
C 3.785 1.169 0.658 0.04 -0.01 -0.02 -0.22
C 4.503 1.589 -0.451 -0.04 0.01 -0.01 -0.21
C 3.928 1.515 -1.712 0.02 -0.01 0.02 -0.24
C 2.640 1.015 -1.846 0.04 0.02 -0.03 -0.20
C 1.915 0.586 -0.738 -0.09 -0.02 0.09 -0.33
P 0.215 -0.112 -0.852 -0.03 0.15 -0.10 0.89
C 0.134 -0.496 -2.647 0.08 0.07 0.05 -0.32
C -0.617 0.237 -3.561 -0.04 0.02 -0.02 -0.23
C -0.666 -0.123 -4.900 0.01 -0.02 0.00 -0.18
C 0.042 -1.231 -5.339 0.01 0.01 0.03 -0.23
C 0.793 -1.966 -4.433 -0.01 0.01 -0.04 -0.21
C 0.854 -1.619 -3.088 0.01 -0.06 0.01 0.00
C 1.706 -2.427 -2.145 -0.02 0.04 0.01 -0.66
C -0.791 1.424 -0.746 0.02 -0.03 0.09 -0.32
C -0.241 2.690 -0.616 0.02 0.02 -0.12 -0.16
C -1.035 3.833 -0.561 -0.03 0.00 0.01 -0.24
C -2.423 3.717 -0.656 0.04 0.01 -0.01 -0.23
C -3.000 2.472 -0.737 -0.01 -0.02 0.02 -0.18
C -2.218 1.285 -0.723 -0.01 -0.01 0.06 -0.13
C -2.850 0.041 -0.638 0.03 -0.01 -0.05 -0.28
H 2.393 0.156 2.629 0.01 0.02 0.02 0.21
H 1.178 -0.682 1.639 0.07 0.01 -0.02 0.29
H 0.980 1.019 2.022 0.10 0.00 -0.01 0.22
H 4.236 1.227 1.643 -0.01 0.00 0.00 0.20
H 5.508 1.977 -0.331 0.01 -0.01 0.00 0.20
H 4.476 1.842 -2.586 0.00 0.00 0.00 0.20
H 2.193 0.958 -2.832 -0.02 -0.02 0.02 0.22
H -1.175 1.102 -3.224 0.02 0.00 0.00 0.22
H -1.256 0.461 -5.596 -0.01 0.00 0.01 0.20
H 0.009 -1.525 -6.381 -0.01 -0.01 0.00 0.20
H 1.338 -2.839 -4.774 0.00 0.00 0.01 0.20
H 1.928 -3.405 -2.572 -0.01 -0.01 0.00 0.21
H 1.206 -2.577 -1.184 -0.01 -0.02 0.00 0.26
H 2.651 -1.916 -1.943 0.00 -0.01 -0.01 0.22
H 0.836 2.802 -0.579 0.00 -0.01 -0.03 0.21
H -0.573 4.807 -0.465 0.01 0.00 -0.01 0.20
H -3.043 4.605 -0.651 -0.01 0.00 0.01 0.20
H -4.079 2.371 -0.776 0.00 0.00 0.02 0.20
H -3.929 -0.021 -0.634 0.00 0.01 0.00 0.19
H -2.301 -0.878 -0.484 -0.03 -0.02 -0.01 0.22
O -1.810 -3.617 4.497 -0.02 0.00 0.03 -0.67
C -1.618 -2.260 4.495 0.03 0.01 0.03 0.38
C -1.618 -1.532 5.679 -0.01 0.00 0.01 -0.33
C -1.411 -0.158 5.658 0.02 -0.02 -0.04 -0.22
C -1.194 0.483 4.449 0.00 -0.02 0.01 -0.26
C -1.187 -0.261 3.274 -0.08 0.01 0.01 -0.18
C -1.404 -1.632 3.272 -0.07 0.05 -0.02 -0.18
C -1.441 -2.383 1.942 0.03 0.02 -0.01 0.75
O -2.574 -2.720 1.543 0.09 0.01 -0.03 -0.76
O -0.335 -2.525 1.373 -0.03 -0.08 0.07 -0.77
H -1.983 -3.898 5.400 0.01 0.00 -0.02 0.46
H -1.782 -2.045 6.622 0.00 0.00 0.00 0.19
H -1.416 0.400 6.586 -0.01 0.00 0.00 0.20
H -1.030 1.554 4.418 0.00 0.00 -0.01 0.20
H -1.018 0.229 2.322 -0.09 -0.03 0.03 0.22